{
  "formula": "C20H54N2O8",
  "method": "the ωB97M-V functional and the def2-TZVPD basis",
  "e_above_lowest_kcal_mol": 99.0,
  "smiles": "COCCNCCOC.COCCNCCOC.CCO.CCO.CCO.CCO",
  "homo_energy_ev": -8.3,
  "elements": ["C", "C", "O", "H", "H", "H", "H", "H", "H", "C", "C", "O", "H", "H", "H", "H", "H", "H", "C", "C", "O", "H", "H", "H", "H", "H", "H", "C", "C", "O", "H", "H", "H", "H", "H", "H", "C", "O", "C", "C", "N", "C", "C", "O", "C", "H", "H", "H", "H", "H", "H", "H", "H", "H", "H", "H", "H", "H", "H", "H", "C", "O", "C", "C", "N", "C", "C", "O", "C", "H", "H", "H", "H", "H", "H", "H", "H", "H", "H", "H", "H", "H", "H", "H"],
  "coordinates": [[-1.32176, 0.74696, 2.33400], [-1.36129, 0.99931, 0.83759], [-0.89404, 2.35822, 0.72059], [-2.09216, 1.30778, 2.86321], [-0.32968, 0.94513, 2.73975], [-1.50905, -0.31031, 2.52167], [-2.36395, 0.98670, 0.41025], [-0.73269, 0.32921, 0.25113], [0.00537, 2.41086, 1.05209], [-3.20556, 5.38797, -0.29660], [-3.22404, 5.07900, 1.18184], [-3.80445, 3.83857, 1.35590], [-2.44159, 4.75977, -0.75467], [-2.92198, 6.40968, -0.54917], [-4.15169, 5.23562, -0.81595], [-3.75155, 5.95263, 1.56473], [-2.30698, 5.15297, 1.76633], [-3.21899, 3.10551, 1.15222], [0.00541, -2.82815, 4.12559], [0.90418, -1.78591, 4.67207], [1.88852, -2.27662, 5.53900], [-0.48419, -2.32897, 3.28941], [-0.88822, -2.97664, 4.73178], [0.43896, -3.75464, 3.74911], [0.28429, -0.97543, 5.05541], [1.34445, -1.34693, 3.77677], [2.72786, -2.39627, 5.08868], [3.41646, 3.90998, 0.36898], [2.37915, 3.75153, 1.36818], [2.16088, 2.36288, 1.65310], [4.41122, 3.58545, 0.67433], [3.44975, 4.93902, 0.01112], [3.18573, 3.44315, -0.58858], [1.49774, 4.10367, 0.83224], [2.34071, 4.32457, 2.29459], [2.95788, 2.16296, 2.14951], [2.68120, 0.14251, -5.68114], [2.75817, 0.90069, -4.51197], [4.00226, 0.85082, -3.87886], [4.14124, 1.44770, -2.50637], [4.05709, 0.59334, -1.29169], [2.73005, -0.06532, -0.99233], [2.43789, -0.72174, 0.34938], [3.26029, -1.89411, 0.45868], [2.66019, -2.79221, 1.45177], [1.62176, 0.04999, -5.92017], [2.97643, -0.86362, -5.38344], [3.22437, 0.54184, -6.53765], [4.64808, 1.50785, -4.46139], [4.45129, -0.13586, -3.76508], [3.34115, 2.12018, -2.19694], [4.94976, 2.17555, -2.43841], [4.40777, 0.95352, -0.41568], [2.53807, -0.81586, -1.75910], [1.96159, 0.69909, -1.10729], [1.38825, -1.00609, 0.27524], [2.51128, 0.01199, 1.15210], [2.65033, -2.46544, 2.49159], [3.19951, -3.73856, 1.41093], [1.60278, -3.03222, 1.34055], [-0.67621, -6.36006, 0.98527], [-0.52210, -5.08745, 0.27117], [-1.63676, -4.17709, 0.37299], [-1.47154, -3.01582, -0.56257], [-2.77297, -2.24113, -0.75447], [-2.66513, -1.21868, -1.81583], [-3.86012, -0.25802, -1.80960], [-4.87829, -0.70585, -2.68251], [-5.96672, 0.15394, -2.91526], [-0.29960, -6.28558, 2.00542], [-0.03062, -7.10829, 0.52541], [-1.67814, -6.78914, 0.99776], [-1.80162, -3.87544, 1.40737], [-2.49464, -4.75013, 0.02120], [-1.21241, -3.47171, -1.51815], [-0.53786, -2.47956, -0.39302], [-3.35287, -2.94264, -1.19231], [-2.41675, -1.64380, -2.78829], [-1.82554, -0.53946, -1.66797], [-3.51560, 0.73112, -2.11129], [-4.11219, -0.08405, -0.76352], [-6.23892, 0.68785, -2.00480], [-6.82286, -0.49352, -3.10483], [-5.80601, 0.88121, -3.71110]],
  "forces_ev_per_a": [[-0.44, -1.49, -0.19], [0.71, 1.44, 0.91], [-0.54, 0.22, -1.08], [0.19, 0.18, -0.06], [-0.01, 0.26, -0.06], [-0.15, -0.19, 0.18], [-0.02, -0.09, 0.12], [0.07, -0.18, 0.09], [0.20, -0.22, 0.15], [1.60, 0.12, -0.89], [0.20, 1.36, -0.68], [-1.65, -0.79, 1.07], [-0.10, -0.18, -0.39], [0.14, 0.22, 0.32], [-0.15, -0.32, 0.49], [-1.16, -0.73, 0.88], [0.71, -0.12, -0.70], [0.56, 0.42, -0.10], [-2.03, 0.00, -0.63], [0.61, 0.27, -1.39], [0.08, 0.16, 0.98], [0.08, -0.12, -0.61], [0.35, -0.74, 0.57], [0.16, 0.08, 0.32], [0.28, -0.05, 0.81], [0.58, 0.33, 0.08], [-0.15, 0.09, -0.15], [1.95, 1.02, -1.47], [-2.76, -0.29, -0.26], [0.20, 0.39, 0.33], [0.13, 0.10, 0.04], [0.39, 0.41, 0.52], [-0.29, -0.72, 0.35], [-0.57, -0.17, 0.25], [0.88, 0.13, 0.02], [-0.04, -0.74, 0.24], [-0.68, -0.88, 0.63], [-0.74, 0.53, 1.13], [1.36, 0.72, 0.03], [-2.33, 1.33, 3.12], [0.08, -2.67, 0.53], [0.61, 1.10, -1.21], [1.12, -0.08, -1.35], [-1.84, -0.36, 2.09], [0.66, -0.23, -0.42], [0.01, 0.29, -0.21], [0.45, -0.33, -0.68], [0.28, 0.02, 0.07], [0.54, -0.38, -0.46], [-0.17, -0.47, -0.61], [-0.87, 0.69, -1.52], [0.70, -0.80, 0.01], [0.33, 0.55, -0.49], [0.05, -0.04, -0.11], [-0.47, 0.26, -0.11], [-0.22, -0.17, 0.13], [0.39, -0.26, 0.42], [0.78, 0.69, 0.06], [0.11, 0.16, -0.11], [-0.23, 0.20, -1.02], [0.61, 0.89, -0.36], [-0.25, -0.67, 0.48], [-0.06, -1.26, 0.31], [-0.24, -0.04, -1.55], [1.81, -0.30, 0.05], [0.27, 0.75, 0.44], [0.65, 0.15, -0.73], [0.30, -0.49, 0.34], [-0.36, -0.21, 0.93], [-0.25, 0.33, 0.22], [0.04, 0.29, -0.42], [-0.27, 0.46, -0.16], [-0.01, 0.08, 0.15], [-0.51, 0.08, 0.22], [-0.05, -0.27, -0.42], [-0.48, 0.89, 0.69], [-0.53, -0.22, 0.32], [-0.54, -0.15, -0.34], [0.33, -0.26, 0.66], [0.15, 0.21, -0.53], [-0.83, -0.49, 0.19], [0.10, 0.28, 0.16], [0.02, 0.13, -0.47], [0.15, -0.10, -0.17]]
}